(1)
DFT (wB97M-V/def2-TZVPD) results for a structure of composition C15H23CoF9NO3P2 at a distorted geometry.

For the HOMO energy (alpha / beta), the calculation gives -12.135 / -12.357 eV. The calculation puts the LUMO energy (alpha / beta) at -0.1262 / -0.1674 hartree. Its multiplicity is 4. The net charge is +1. Its expectation value of S² is 3.762. The largest force on an atom comes out at 3.16 eV/Å.

XYZ file:
```
54
Properties=species:S:1:pos:R:3:nbo_charge:R:1
Co 0.007 -0.007 -0.055 1.28
P 2.051 -1.028 0.210 0.78
C 2.356 -1.493 -1.598 -0.74
C 1.057 -1.795 -2.334 0.26
N -0.074 -1.236 -1.826 -0.61
C -1.252 -1.455 -2.466 0.26
C -1.340 -2.233 -3.624 -0.25
C -0.171 -2.796 -4.142 -0.09
C 1.047 -2.575 -3.493 -0.24
C -2.493 -0.846 -1.827 -0.73
P -2.070 0.656 -0.756 0.73
H 1.963 -2.995 -3.883 0.24
H -2.290 -2.400 -4.109 0.24
H -0.207 -3.398 -5.039 0.24
H -3.224 -0.565 -2.585 0.25
H -2.952 -1.606 -1.194 0.27
H 2.819 -0.667 -2.079 0.26
H 3.046 -2.334 -1.653 0.25
H 1.773 3.809 -2.452 0.47
O 2.613 3.681 -3.050 -0.95
H 2.367 4.016 -3.957 0.48
H -1.543 4.859 -0.400 0.46
O -1.158 5.662 -0.879 -0.95
H -1.606 6.462 -0.472 0.49
C -2.291 2.047 -2.005 -0.90
H -3.274 1.992 -2.473 0.24
H -2.195 3.014 -1.511 0.24
H -1.531 1.974 -2.784 0.25
C -3.631 0.821 0.283 -0.89
H -3.589 1.734 0.877 0.26
H -4.514 0.860 -0.356 0.24
H -3.727 -0.031 0.956 0.26
C 2.119 -2.711 1.048 -0.90
H 3.042 -3.231 0.789 0.24
H 2.079 -2.591 2.131 0.27
H 1.273 -3.320 0.730 0.24
C 3.706 -0.258 0.666 -0.90
H 3.733 -0.027 1.731 0.27
H 4.522 -0.942 0.433 0.24
H 3.856 0.663 0.101 0.25
F -0.427 2.372 3.309 -0.31
C -0.914 1.172 3.798 0.97
F -1.006 1.266 5.176 -0.31
F -2.190 1.002 3.288 -0.32
C 0.007 -0.007 3.365 0.02
O 0.007 -0.007 1.945 -0.94
C 1.444 0.233 3.909 0.97
F 1.437 0.347 5.289 -0.30
F 2.285 -0.807 3.584 -0.33
F 1.975 1.395 3.376 -0.31
C -0.585 -1.350 3.881 0.97
F -0.664 -1.357 5.263 -0.30
F -1.856 -1.547 3.369 -0.31
F 0.189 -2.420 3.492 -0.32
```

(2)
DFT (wB97M-V/def2-TZVPD) results for a structure of composition C15H23ILuN5O2S at a distorted geometry.

For the HOMO energy (alpha / beta), the calculation gives -12.752 / -10.620 eV. The calculation puts the LUMO energy (alpha / beta) at -0.1966 / -0.2118 hartree. The net charge is +2. Its energy above the lowest of the compared OMol25 structures with the same formula, charge and spin is 129.2 kcal/mol. The largest force on an atom comes out at 3.70 eV/Å.

XYZ file:
```
48
Properties=species:S:1:pos:R:3:nbo_charge:R:1
Lu 0.114 -12.357 -8.856 2.01
O -0.219 -11.857 -11.030 -0.80
C 1.118 -12.124 -11.545 -0.08
C 2.094 -12.166 -10.471 -0.10
C 3.351 -12.510 -10.862 -0.19
C 4.331 -12.026 -10.027 -0.20
C 4.118 -11.219 -8.932 -0.31
C 2.843 -10.809 -8.668 0.06
N 1.847 -11.289 -9.431 -0.74
H -1.035 -12.233 -11.475 0.54
H 1.356 -11.405 -12.309 0.20
H 1.203 -13.115 -12.045 0.20
H 3.575 -12.679 -11.894 0.24
H 5.358 -12.399 -10.174 0.23
H 4.908 -11.018 -8.208 0.23
H 2.670 -10.109 -7.895 0.21
C -4.272 -12.586 -9.185 -0.68
C -3.229 -13.611 -8.833 0.41
N -1.952 -13.669 -9.229 -0.63
C -1.471 -14.978 -9.002 -0.13
C -2.405 -15.665 -8.305 -0.05
N -3.479 -14.820 -8.221 -0.50
H -3.842 -11.813 -9.792 0.25
H -4.667 -12.060 -8.334 0.25
H -5.126 -13.082 -9.760 0.27
H -0.711 -15.393 -9.591 0.24
H -2.456 -16.758 -8.176 0.26
H -4.445 -15.115 -7.942 0.45
H 1.154 -14.124 -5.245 0.05
C 1.755 -16.298 -7.442 -0.73
S 1.800 -14.633 -6.433 1.08
C 3.633 -13.935 -6.365 -0.68
O 0.977 -13.530 -7.362 -1.09
H 1.974 -15.978 -8.481 0.24
H 0.737 -16.764 -7.402 0.25
H 2.539 -16.888 -6.942 0.26
H 4.224 -14.425 -5.537 0.28
H 3.405 -12.875 -6.084 0.26
H 4.091 -13.919 -7.361 0.27
I 1.173 -8.362 -4.603 0.31
C -0.016 -9.426 -5.878 -0.33
C -1.064 -10.381 -5.606 0.01
N -1.409 -10.937 -6.751 -0.34
N -0.606 -10.465 -7.805 -0.47
C 0.049 -9.403 -7.314 0.03
H -1.609 -10.387 -4.684 0.26
H -2.092 -11.655 -6.964 0.43
H 0.500 -8.660 -7.941 0.26
```

(3)
DFT (wB97M-V/def2-TZVPD) results for a structure of composition C15H23KOS2SeSiTe at a distorted geometry.

For the HOMO energy, the calculation gives -0.971 eV. The calculation puts the LUMO energy at 0.1454 hartree. The net charge is -2. Its energy above the lowest of the compared OMol25 structures with the same formula, charge and spin is 21.5 kcal/mol. The largest force on an atom comes out at 1.89 eV/Å.

XYZ file:
```
45
Properties=species:S:1:pos:R:3:nbo_charge:R:1
K -0.858 0.936 0.506 0.89
C 6.231 -0.036 -1.663 -1.12
Si 5.258 -1.079 -0.395 1.38
C 4.937 0.042 1.105 -1.12
C 6.482 -2.415 0.205 -1.12
Se 3.436 -1.927 -1.283 -0.96
H 7.281 0.106 -1.381 0.20
H 5.769 0.948 -1.777 0.22
H 6.198 -0.534 -2.633 0.23
H 5.862 0.433 1.544 0.20
H 4.400 -0.515 1.875 0.23
H 4.311 0.888 0.813 0.23
H 7.490 -2.015 0.367 0.20
H 6.544 -3.215 -0.535 0.23
H 6.133 -2.854 1.143 0.22
C -1.616 -0.941 2.840 -1.31
H -0.714 -1.094 3.449 0.16
H -1.990 -1.929 2.534 0.14
H -2.386 -0.463 3.465 0.15
C -5.286 -0.489 0.048 -0.82
S -3.528 -0.809 0.517 1.34
O -2.799 0.154 -0.350 -1.04
C -3.466 -2.393 -0.333 -0.27
C -3.577 -3.569 0.394 -0.15
C -3.552 -4.787 -0.267 -0.23
C -3.408 -4.831 -1.648 -0.21
C -3.273 -3.648 -2.366 -0.21
C -3.296 -2.430 -1.711 -0.21
H -5.368 -0.539 -1.037 0.22
H -5.529 0.509 0.406 0.24
H -5.914 -1.241 0.526 0.21
H -3.663 -3.517 1.473 0.22
H -3.622 -5.710 0.296 0.21
H -3.386 -5.784 -2.161 0.20
H -3.136 -3.682 -3.440 0.21
H -3.157 -1.497 -2.245 0.24
Te -2.831 4.041 0.282 -0.45
C -1.647 5.741 0.264 -0.44
C -0.300 5.863 0.041 -0.35
C 0.194 7.192 0.079 -0.26
C -0.773 8.114 0.332 -0.48
S -2.305 7.333 0.528 0.38
H 0.322 4.998 -0.145 0.21
H 1.232 7.457 -0.081 0.20
H -0.700 9.187 0.419 0.21
```